[1]
DFT (ωB97M-V with the def2-TZVPD basis set) results for 2 unconnected molecules or ions with the total composition C2H8S4 at a distorted geometry.

Properties
total charge	+1
HOMO level (spin up / spin down)	-13.68 / -12.57	eV
2S+1	2

```
14
C2H8S4 (ωB97M-V with the def2-TZVPD basis set)
C -1.664 0.160 -1.086
S -1.343 -1.332 -0.227
S -2.733 -1.140 1.288
H -1.696 1.051 -0.502
H -2.686 -0.068 -1.413
H -1.019 0.276 -1.962
H -1.789 -0.746 2.215
C 1.785 1.260 0.173
S 2.242 -0.025 1.497
S 2.638 -1.661 0.132
H 1.700 2.225 0.673
H 0.776 0.843 -0.032
H 2.348 1.348 -0.777
H 1.439 -2.191 0.021
```

---

[2]
DFT (ωB97M-V with the def2-TZVPD basis set) results for a gas-phase ion, C14H29N6O (charge +1) at a distorted geometry.

Properties
total charge	+1
SMILES	CCCC[C@@H](c1nnnn1CCOC)N1CC[NH+](C)CC1
HOMO level	-12.18	eV

```
50
C14H29N6O (ωB97M-V with the def2-TZVPD basis set)
C -1.040 -3.774 1.038
C -2.032 -2.622 0.933
C -1.362 -1.268 0.686
C -0.881 -1.135 -0.763
C 0.118 0.018 -1.043
C -0.055 1.132 -0.056
N 0.791 1.415 0.919
N 0.327 2.492 1.548
N -0.746 2.876 1.022
N -1.035 2.060 0.002
C -2.200 2.288 -0.808
C -3.481 2.193 0.048
O -3.805 0.871 0.380
C -4.658 0.218 -0.536
N 1.471 -0.482 -1.141
C 2.469 0.283 -1.834
C 3.274 1.234 -0.909
N 3.238 0.726 0.478
C 4.235 1.375 1.333
C 3.333 -0.742 0.478
C 2.032 -1.325 -0.102
H -1.569 -4.701 1.240
H -0.478 -3.905 0.116
H -0.338 -3.602 1.851
H -2.596 -2.561 1.865
H -2.743 -2.822 0.130
H -2.086 -0.481 0.901
H -0.537 -1.155 1.394
H -0.391 -2.054 -1.083
H -1.760 -1.005 -1.395
H -0.111 0.429 -2.036
H -2.128 3.295 -1.225
H -2.218 1.552 -1.613
H -3.309 2.727 0.988
H -4.302 2.679 -0.491
H -4.207 0.135 -1.531
H -4.828 -0.777 -0.133
H -5.614 0.743 -0.623
H 2.005 0.859 -2.635
H 3.157 -0.429 -2.301
H 2.853 2.241 -0.911
H 4.309 1.293 -1.251
H 2.216 0.984 0.845
H 4.107 2.455 1.289
H 5.243 1.122 1.006
H 4.102 1.053 2.363
H 3.473 -1.096 1.500
H 4.203 -1.041 -0.112
H 1.301 -1.452 0.694
H 2.254 -2.317 -0.516
```

---

[3]
DFT (ωB97M-V with the def2-TZVPD basis set) results for 2 unconnected molecules or ions with the total composition CHBrF2OS at a distorted geometry.

Properties
total charge	0
HOMO level (spin up / spin down)	-11.04 / -10.09	eV

```
7
CHBrF2OS (ωB97M-V with the def2-TZVPD basis set)
C 0.483 -0.077 -0.585
O -0.964 -1.588 1.156
F 0.974 -1.105 -1.394
F 0.016 0.760 -1.558
S -1.293 -0.509 0.302
Br -0.523 2.147 2.139
H 1.308 0.371 -0.059
```

---

[4]
DFT (ωB97M-V with the def2-TZVPD basis set) results for a molecular structure, C18H16Br2HfN9O7S at a distorted geometry.

Properties
total charge	+1
HOMO level	-11.14	eV

```
54
C18H16Br2HfN9O7S (ωB97M-V with the def2-TZVPD basis set)
Hf -13.656 -9.174 -6.697
Br -8.825 -8.664 -6.534
C -9.807 -9.393 -5.147
C -9.373 -9.435 -3.864
C -10.101 -10.081 -2.872
Br -9.246 -10.071 -1.200
C -11.374 -10.611 -3.171
C -12.230 -11.353 -2.289
C -13.548 -11.584 -2.694
C -13.965 -11.285 -3.971
N -13.209 -10.606 -4.786
C -11.882 -10.463 -4.495
C -11.094 -9.770 -5.465
O -11.682 -9.642 -6.646
H -8.421 -8.972 -3.514
H -11.799 -11.775 -1.350
H -14.264 -12.037 -2.016
H -14.949 -11.645 -4.349
C -13.625 -10.451 -11.724
C -14.335 -11.128 -10.587
N -15.310 -11.963 -10.704
N -15.578 -12.428 -9.435
C -14.751 -11.862 -8.547
S -14.529 -11.993 -6.905
N -13.951 -11.016 -9.289
N -12.771 -10.492 -8.670
H -12.943 -9.621 -11.373
H -14.324 -9.971 -12.419
H -13.040 -11.146 -12.320
H -16.292 -13.075 -9.166
H -12.329 -11.263 -8.066
H -12.199 -9.975 -9.308
N -15.523 -8.999 -5.241
N -15.139 -8.112 -4.215
C -13.812 -7.553 -4.183
O -13.449 -6.990 -3.146
O -13.219 -7.733 -5.341
H -16.309 -8.691 -5.834
H -15.890 -9.897 -4.862
H -15.559 -8.102 -3.261
O -15.015 -5.634 -11.413
C -13.727 -5.787 -11.261
O -12.886 -5.206 -11.960
C -13.182 -6.664 -10.195
C -11.813 -6.896 -9.959
N -11.671 -7.681 -8.836
N -12.897 -7.810 -8.242
C -13.814 -7.310 -9.075
C -15.207 -7.722 -8.867
O -16.113 -7.322 -9.633
O -15.456 -8.648 -7.948
H -15.562 -6.202 -10.741
H -10.962 -6.406 -10.443
H -10.840 -7.989 -8.277
```